Record 1
Entry from the OMol25 dataset: a molecular structure, C10H14BF5N6OOsTe at a distorted geometry (ωB97M-V/def2-TZVPD).

Geometry (Å):
C 3.04645 -0.89720 0.06076
N 1.74628 -0.71225 -0.21895
N 1.63780 0.24563 -1.20495
C 2.89826 0.60148 -1.57615
C 3.81041 -0.09606 -0.81227
B 0.36154 0.49635 -2.07572
N -0.69736 -0.66764 -1.87867
N -0.94863 -1.45507 -0.73935
C -1.75732 -2.48654 -1.13588
C -1.92813 -2.42955 -2.52317
C -1.29798 -1.27540 -2.93904
Os 0.02122 -1.43497 1.06553
N -0.20504 1.94262 -2.29750
N -0.23554 2.95311 -1.32000
C -0.61246 4.08389 -1.93670
C -0.82016 3.85053 -3.32516
C -0.58136 2.48357 -3.49027
H -0.72030 5.04578 -1.43748
H -0.59611 1.85040 -4.37182
H -1.08761 4.56946 -4.08976
H 0.78315 0.28177 -3.21646
H -1.22618 -0.83945 -3.92939
H 3.03856 1.31849 -2.37480
H -2.44721 -3.14586 -3.14250
H 4.87712 -0.05212 -0.87491
H -2.18672 -3.19150 -0.44562
H 3.36050 -1.57385 0.83907
H -1.71801 -1.11388 1.23130
C -1.55284 -2.00313 1.94718
H -2.30543 -2.71257 1.62329
H -0.51826 -2.63264 1.84275
H -1.72169 -1.68328 2.97113
F 0.34603 2.63113 3.05275
Te 0.75840 0.82068 3.22481
F 1.21580 -1.21203 2.93555
F 2.43473 1.13474 2.35102
F 1.66590 1.06172 4.94139
F -0.85684 0.31872 4.19891
O -0.08677 0.55133 1.54849

The highest occupied orbital energy (alpha / beta) is -23.30 / -23.04 eV. The HOMO-LUMO gap (alpha / beta) comes out at 7.0 / 4.6 eV. Its spin multiplicity is 5. The total charge is +4. Its expectation value of S² is 6.048. The calculation puts the energy above the lowest of the compared OMol25 structures with the same formula, charge and spin at 0.000 eV. The LUMO energy (alpha / beta) is -16.33 / -18.48 eV. As for the total energy: -45552.65478 eV.

---

Record 2
Entry from the OMol25 dataset: a molecular structure, C24H25BrI2NO5SiTi at a distorted geometry (ωB97M-V/def2-TZVPD).

Geometry (Å):
Ti 1.69363 -1.27097 -0.31780
Br 3.35932 1.12557 1.42961
C 2.53348 -0.28159 2.39389
C 2.60100 -0.33310 3.76486
C 1.97886 -1.40561 4.40445
C 1.42685 -2.41629 3.64244
C 1.45332 -2.30883 2.26668
N 1.91882 -1.19171 1.64404
C 1.09178 -3.37328 1.30179
O 0.61433 -4.43429 1.60984
O 1.36923 -3.00309 0.06902
H 3.12742 0.42847 4.31811
H 1.96664 -1.44869 5.48455
H 0.98423 -3.30166 4.07704
I 0.64716 -1.85223 -2.78430
I 1.69641 -0.99814 -5.82288
C 4.30750 -3.34085 -1.10451
C 4.07600 -2.05560 -0.33948
O 4.51593 -1.88489 0.78291
O 3.35427 -1.13711 -0.96673
H 5.33428 -3.66944 -0.95544
H 4.09128 -3.20314 -2.16162
H 3.64813 -4.10936 -0.70200
C -2.17434 3.09985 0.78972
C -0.83846 2.35367 0.85003
C 0.28184 3.33201 0.48139
C -0.61584 1.82508 2.27068
Si -0.80746 0.89663 -0.39112
O 0.61664 0.12479 -0.22493
C -2.20415 -0.34133 -0.03805
C -3.56066 -0.01143 -0.08547
C -4.54079 -0.95521 0.18362
C -4.19238 -2.25973 0.49981
C -2.85263 -2.61387 0.55338
C -1.88422 -1.65786 0.29020
C -0.88336 1.59738 -2.13782
C 0.30777 1.74170 -2.85283
C 0.31313 2.24967 -4.14122
C -0.87860 2.64460 -4.73162
C -2.06947 2.52618 -4.03181
C -2.07087 1.99778 -2.74951
H -2.14421 3.99088 1.42630
H -2.99636 2.46848 1.13477
H -2.39041 3.42494 -0.23121
H 0.33771 4.14672 1.21199
H 0.10466 3.76699 -0.50438
H 1.25205 2.83476 0.45669
H -0.59954 2.64648 2.99569
H 0.33545 1.29284 2.34324
H -1.40922 1.13003 2.56040
H -3.86103 0.99820 -0.34106
H -5.58585 -0.67385 0.13061
H -4.95848 -3.00119 0.68907
H -2.55599 -3.62937 0.78428
H -0.84737 -1.94996 0.33434
H 1.23981 1.42765 -2.39835
H 1.23675 2.30944 -4.69970
H -0.87824 3.02174 -5.74626
H -3.00242 2.83180 -4.49081
H -3.01330 1.87934 -2.22455

The highest occupied orbital energy (alpha / beta) is -2.93 / -2.93 eV. The HOMO-LUMO gap (alpha / beta) comes out at 3.5 / 3.5 eV. The total charge is -1. The calculation puts the energy above the lowest of the compared OMol25 structures with the same formula, charge and spin at 2.537 eV. The LUMO energy (alpha / beta) is 0.61 / 0.61 eV. As for the total energy: -154266.98464 eV.

---

Record 3
Entry from the OMol25 dataset: 8 unconnected molecules or ions with the total composition H16O8 at a distorted geometry (ωB97M-V/def2-TZVPD).

Geometry (Å):
O 13.24244 -25.70361 -26.62627
H 13.23743 -25.86745 -25.68321
H 14.14408 -25.87902 -26.89554
O 10.61098 -24.57177 -27.56428
H 10.00397 -24.51721 -26.82619
H 11.43384 -24.87003 -27.17674
O 15.61196 -25.36822 -22.96367
H 14.79838 -24.98905 -23.29615
H 15.39044 -25.67996 -22.08619
O 16.47612 -24.74894 -25.43010
H 15.98790 -24.86200 -24.61457
H 16.79072 -25.62700 -25.64518
O 15.94654 -26.20195 -27.70071
H 16.33508 -25.34145 -27.85822
H 16.62143 -26.68666 -27.22551
O 11.13459 -24.82026 -24.02873
H 10.35281 -24.29260 -24.19191
H 10.88467 -25.70662 -24.28973
O 13.57540 -23.70822 -23.85722
H 12.66787 -23.98830 -23.73815
H 13.62252 -22.85628 -23.42340
O 15.57398 -27.47078 -29.97700
H 15.20826 -28.33631 -29.79441
H 15.74266 -27.09443 -29.11320

The highest occupied orbital energy is -10.67 eV. The HOMO-LUMO gap comes out at 10.6 eV. As for the SMILES: O.O.O.O.O.O.O.O. The total charge is 0. The calculation puts the energy above the lowest of the compared OMol25 structures with the same formula, charge and spin at 2.325 eV. The LUMO energy is -0.06 eV. As for the total energy: -16639.68588 eV.

---

Record 4
Entry from the OMol25 dataset: a molecular structure, C36H57BrF4N4OSSiTl at a distorted geometry (ωB97M-V/def2-TZVPD).

Geometry (Å):
Tl -1.34035 1.04041 -0.92823
C -1.20252 -2.72711 0.09386
C -1.84739 -1.86757 1.16341
N -2.68477 -0.79371 0.60157
C -3.79879 -1.22648 -0.24251
C -4.93878 -1.93796 0.44502
C -3.13792 0.04352 1.70400
C -4.01210 1.25670 1.35741
N -3.41540 2.07885 0.34661
C -4.01991 3.22615 -0.00919
C -3.61678 3.91803 -1.18101
F -2.61280 3.39815 -1.92274
C -4.20182 5.08438 -1.63564
F -3.71449 5.66179 -2.74108
C -5.26235 5.69262 -0.98261
C -5.66884 5.08811 0.20139
F -6.64294 5.66985 0.94935
C -5.09164 3.89334 0.66598
F -5.50864 3.40395 1.84448
H -0.64865 -3.56121 0.53173
H -1.98550 -3.08998 -0.61599
H -0.53288 -2.16376 -0.58371
H -2.42593 -2.53588 1.83888
H -1.04878 -1.35815 1.71439
H -4.13279 -0.33449 -0.76205
H -3.34584 -1.84773 -1.02872
H -5.24808 -1.39974 1.33859
H -5.76116 -1.97368 -0.25730
H -4.63592 -2.96858 0.69936
H -3.73254 -0.58017 2.39392
H -2.23029 0.41642 2.22501
H -4.95148 0.87112 0.93846
H -4.19278 1.72926 2.34694
H -5.75573 6.58942 -1.31300
C 1.20047 -1.39810 -7.06833
C 0.91106 -0.26839 -6.10114
N 1.48212 -0.55856 -4.78816
C 2.85764 -0.19838 -4.53030
C 3.05628 1.32800 -4.25601
C 0.68157 -1.11961 -3.83357
S 1.18315 -1.13192 -2.20782
N -0.44471 -1.71225 -4.26163
C -1.63909 -1.71090 -3.68165
O -2.16735 -0.89224 -2.90342
C -2.52833 -2.90153 -4.08235
C -2.07739 -4.02828 -4.78909
C -2.95334 -5.03297 -5.17781
C -4.30445 -4.89578 -4.91880
C -4.78856 -3.84465 -4.16011
C -3.87609 -2.85153 -3.76902
H 1.08612 -1.11023 -8.14823
H 0.56711 -2.26402 -6.91236
H 2.20419 -1.84000 -6.99386
H -0.13172 -0.14670 -6.06161
H 1.35078 0.69234 -6.45317
H 3.37629 -0.42107 -5.45753
H 3.16298 -0.86314 -3.70258
H 2.67393 1.84331 -5.14128
H 4.11581 1.52038 -4.10938
H 2.56387 1.69443 -3.36039
H -0.99137 -3.99753 -4.96257
H -2.56092 -5.89709 -5.72650
H -4.93692 -5.66750 -5.31839
H -5.81997 -3.82506 -3.92976
H -4.24655 -1.99285 -3.20210
C 2.61695 -2.14538 3.41197
C 3.42992 -1.04936 2.66211
C 3.36411 -1.30468 1.12600
C 4.95730 -1.25837 3.00670
Si 2.76767 0.67594 3.10210
Br 0.83964 1.01196 1.95475
C 2.16273 0.85486 4.91043
C 1.75537 2.28741 5.31054
C 0.95035 -0.05926 5.22919
C 3.31534 0.42126 5.88457
C 3.99019 2.04303 2.55235
C 4.63608 1.79385 1.16308
C 5.14209 2.15574 3.59394
C 3.31936 3.42791 2.50230
H 3.06356 -3.07467 3.07042
H 1.56813 -2.21197 3.05375
H 2.68112 -2.07462 4.46452
H 3.70389 -2.31137 0.94932
H 4.00029 -0.60735 0.59470
H 2.34486 -1.18277 0.72854
H 5.19331 -2.30738 2.80851
H 5.15053 -1.04885 4.05379
H 5.58251 -0.56306 2.39982
H 0.93217 2.63889 4.70761
H 2.61304 2.98948 5.27575
H 1.37905 2.24709 6.32064
H 0.10969 0.13317 4.55935
H 0.62494 0.20874 6.22821
H 1.16174 -1.12885 5.19467
H 4.24775 0.93631 5.76365
H 3.52357 -0.65674 5.83754
H 2.95359 0.59583 6.90602
H 5.28673 0.91537 1.15356
H 5.23947 2.66151 0.95923
H 3.86829 1.67739 0.39164
H 5.80871 1.31303 3.68119
H 4.77555 2.42723 4.56822
H 5.80337 2.96338 3.23866
H 2.62961 3.52521 1.67940
H 4.09643 4.21227 2.39995
H 2.75097 3.66383 3.41366

The highest occupied orbital energy is -4.21 eV. The HOMO-LUMO gap comes out at 6.3 eV. The total charge is -1. The calculation puts the energy above the lowest of the compared OMol25 structures with the same formula, charge and spin at 0.000 eV. The LUMO energy is 2.13 eV. As for the total energy: -150587.46443 eV.

---

Record 5
Entry from the OMol25 dataset: a molecular structure, C3H7N5 at a distorted geometry (ωB97M-V/def2-TZVPD).

Geometry (Å):
C -0.49811 -0.77716 0.86734
C 0.23884 -0.38245 -0.28124
C 1.76634 1.84866 0.20945
H -3.28696 -1.51575 -0.37397
H -1.90832 -1.56952 -1.18738
H -0.00192 -0.60846 1.76228
H 0.59060 -0.92445 -2.08693
H 1.88967 0.02728 -0.91874
H 2.86775 2.16324 -0.01584
H 0.10752 1.97583 1.92416
N -2.47207 -1.05709 -0.46907
N -1.86218 -0.93267 0.76671
N 0.06259 -1.29497 -1.25456
N 1.28224 0.57708 -0.35631
N 1.22400 2.47044 1.41412

The highest occupied orbital energy is -9.02 eV. The HOMO-LUMO gap comes out at 8.9 eV. The total charge is 0. The calculation puts the energy above the lowest of the compared OMol25 structures with the same formula, charge and spin at 5.915 eV. The LUMO energy is -0.15 eV. As for the total energy: -10669.08599 eV.

---

Record 6
Entry from the OMol25 dataset: C8H12Cl2Si in the gas phase at a distorted geometry (ωB97M-V/def2-TZVPD).

Geometry (Å):
C -1.42310 1.19008 2.60210
C -0.47273 0.67097 1.92766
C 0.42622 0.53972 1.02895
C 1.73480 1.23951 1.19577
C 0.32394 -0.55026 -0.05095
C 1.01393 -1.83943 0.33420
C -0.35674 -0.41384 -1.19908
C -0.32413 -1.66604 -2.07181
Si -1.30907 1.14848 -1.76666
Cl -0.25581 2.08848 -3.11238
Cl -1.81306 2.33533 -0.19643
H -2.09245 1.89510 2.04106
H -1.75704 0.70453 3.53407
H 1.87137 1.59280 2.20408
H 1.90348 2.10730 0.46937
H 2.62091 0.44026 1.19516
H 1.84507 -1.93121 -0.33278
H 0.29188 -2.66541 0.19880
H 1.59473 -1.86671 1.42044
H 0.63137 -2.10860 -2.18089
H -0.72323 -1.33972 -3.01458
H -1.11952 -2.40484 -1.69941
H -2.61081 0.83349 -2.52671

The highest occupied orbital energy is -9.18 eV. The HOMO-LUMO gap comes out at 9.9 eV. As for the SMILES: C=C=C(C)/C(C)=C(/C)[SiH](Cl)Cl. The total charge is 0. The calculation puts the energy above the lowest of the compared OMol25 structures with the same formula, charge and spin at 2.612 eV. The LUMO energy is 0.72 eV. As for the total energy: -41412.50784 eV.